[1]
103
Properties=species:S:1:pos:R:3:forces:R:3 method="wB97M-V/def2-TZVPD" charge=+1 lumo_energy_ev=-4.087 de_lowest_kcal_mol=74.2 fmax_ev_per_a=10.57 gap_ha=0.23333
C 2.78980 -0.73336 1.10109 4.53 1.03 3.25
N 1.40408 -0.98012 0.95300 -3.76 1.52 -4.21
C 0.75044 0.38295 1.02722 -2.01 1.83 0.70
C 1.05450 -1.30288 -0.50510 3.49 -0.56 -0.82
C 0.76519 -2.00507 1.86570 3.57 1.28 2.70
C -0.59926 -2.45000 1.66452 -0.14 -4.13 -0.30
O -0.99630 -3.30205 2.73487 -0.67 -0.76 0.12
H 3.16129 -0.18295 0.25597 -0.05 0.07 -0.54
H 3.47076 -1.63006 1.26144 -1.37 0.72 -0.36
H 3.07122 0.01668 2.02770 -1.27 -2.03 -1.92
H -0.35948 0.50657 0.86256 0.97 -1.40 0.00
H 1.08087 1.26846 0.41690 0.88 -1.63 0.15
H 0.89235 0.61686 2.03603 0.15 0.97 1.59
H 1.16608 -0.61371 -1.38854 1.29 0.34 1.67
H 0.07888 -1.42302 -0.63703 -4.45 -0.95 0.48
H 1.53690 -2.22700 -0.73092 0.40 -0.68 -0.40
H 0.99524 -1.54584 2.89877 -0.98 -0.64 -1.27
H 1.41807 -2.87739 1.88361 0.20 -0.03 -0.43
H -0.80325 -2.97256 0.73220 0.92 -0.41 -0.50
H -1.30381 -1.78639 1.60977 -3.50 4.98 -0.17
H -1.95117 -3.60375 2.60919 1.74 0.67 0.40
C 4.03404 3.19923 -2.48248 5.41 -1.69 -6.67
C 4.77153 3.06112 -3.85843 -6.09 2.49 4.38
C 6.09098 2.49307 -3.97184 0.88 -1.55 2.99
O 6.68550 2.31296 -4.99634 0.11 0.46 -1.42
C 6.63274 2.05447 -2.65839 -0.81 0.49 3.21
C 5.92513 2.13920 -1.41077 5.48 -1.82 -2.09
C 4.56784 2.61327 -1.24636 -0.84 1.44 -3.76
O 3.90015 2.59389 -0.27146 -0.96 -0.53 2.88
O 6.53729 1.75138 -0.24166 -3.40 0.99 -0.30
O 4.19020 3.55157 -5.03259 3.21 -1.59 1.94
H 3.16960 3.72248 -2.60538 -2.53 1.06 0.34
H 7.71308 1.77993 -2.63445 -1.08 0.01 -0.06
H 7.43700 1.53065 -0.27998 1.98 -0.42 -0.74
H 5.02335 3.36665 -5.56774 -1.48 0.55 -0.70
C 0.23861 0.74866 -4.97063 -5.50 -6.81 -3.49
C -0.48899 -0.29379 -5.92119 5.85 8.41 2.61
C -1.49179 -1.20710 -5.40802 1.93 1.36 2.53
O -1.89411 -2.09345 -6.06880 -1.63 -2.75 -2.94
C -1.77658 -1.04739 -4.04929 -1.45 2.49 8.12
C -1.21114 0.00771 -3.07316 -3.62 -4.31 -4.10
C -0.14842 0.87039 -3.60450 -0.51 -1.79 -1.50
O 0.42188 1.62109 -2.88979 1.50 2.43 2.57
O -1.66039 0.29148 -1.85503 2.39 1.02 -1.45
O -0.21636 -0.28551 -7.26570 1.84 3.48 3.78
H 0.77949 1.54917 -5.24590 2.22 2.15 -1.81
H -2.60746 -1.74782 -3.54201 2.00 1.58 -1.46
H -2.34806 -0.26504 -1.56764 -1.76 -1.60 0.74
H -0.70732 -1.02075 -7.29158 -3.26 -5.63 -3.30
C -0.43299 4.41700 0.03467 -1.04 7.78 -3.95
C -0.63540 5.84001 -0.54939 -0.84 -5.26 -0.50
C -0.96662 7.01537 0.30648 2.41 0.95 -0.70
O -1.18783 8.14056 -0.12362 -0.52 -1.10 -0.14
C -0.56366 6.79613 1.64828 -0.08 -9.39 1.10
C -0.47729 5.45218 2.31552 0.39 4.20 -4.07
C -0.32939 4.24830 1.44110 0.14 -2.92 0.69
O -0.15547 3.10580 1.92286 -0.17 1.95 -0.29
O -0.37147 5.22808 3.60725 0.87 -1.69 -1.17
O -0.82633 5.98555 -1.92938 0.50 -1.33 2.31
H -0.40314 3.77796 -0.82012 0.33 -1.28 0.34
H -0.71512 7.46191 2.31230 -0.76 5.37 4.29
H -0.85254 5.88138 4.03923 -1.12 2.09 1.73
H -0.29081 6.68364 -2.31561 -0.08 0.57 0.28
C -3.66118 -3.63604 -0.47827 -3.28 -2.32 -2.25
C -4.08874 -2.24477 -0.22073 0.98 0.76 1.72
O -3.16105 -1.42614 -0.24550 -1.61 0.06 -0.39
C -5.48074 -1.94090 0.38389 1.45 1.48 1.90
H -4.12255 -4.39365 0.20120 0.99 0.76 0.19
H -2.62023 -3.63978 -0.67274 0.99 -0.41 0.25
H -4.17861 -4.08636 -1.43970 0.88 1.24 1.28
H -6.21693 -1.63880 -0.34974 0.08 0.74 -0.10
H -5.34338 -1.21850 1.35795 -0.38 -1.29 -2.92
H -5.90892 -2.81588 0.81407 -0.07 -1.05 0.21
C -5.19287 -5.17159 5.42408 4.38 -2.01 4.98
C -4.32054 -4.07307 4.92491 0.88 -1.25 -2.74
O -3.62081 -4.28252 3.91806 -0.86 0.55 1.53
C -4.49579 -2.75641 5.52032 4.43 1.60 0.97
H -5.94794 -5.35484 4.82705 -5.15 0.34 -2.19
H -5.18990 -5.49584 6.55903 -1.05 1.92 -1.89
H -4.82082 -6.14885 5.17337 1.76 -0.45 -0.76
H -3.76689 -1.95551 5.17842 -0.81 -1.18 -0.38
H -4.19146 -2.79046 6.56964 -0.70 -0.28 0.28
H -5.43827 -2.38871 5.40437 -2.83 0.80 -0.03
C 0.33116 -5.13232 -1.77105 -1.12 -0.38 0.39
C -0.39816 -4.45971 -2.93234 5.81 8.64 0.81
O 0.11460 -3.30574 -3.24688 -2.08 -3.71 0.55
C -1.52213 -4.94589 -3.64424 -1.16 -3.02 -0.13
H 1.32730 -4.97196 -1.29232 -0.35 1.07 -1.72
H 0.38096 -6.06712 -2.27746 -0.09 -2.06 1.13
H -0.28928 -4.99812 -0.86179 -0.42 -1.17 -0.58
H -2.14848 -5.44606 -2.91975 0.02 -1.32 0.26
H -1.10025 -5.67631 -4.39493 -1.00 0.62 0.50
H -2.28112 -4.28907 -3.99334 0.46 1.34 -1.12
C 1.75643 3.16468 5.04774 -2.73 1.52 -0.98
C 2.44647 2.39628 3.94978 0.22 -1.69 2.62
O 2.43527 1.14304 4.05387 0.16 2.79 -1.39
C 3.25951 3.13998 2.89499 -1.77 4.38 1.99
H 2.09722 4.21528 5.12006 -0.48 -0.29 -0.61
H 1.82589 2.85483 6.05997 0.53 -1.29 0.68
H 0.57025 3.11219 4.85042 2.68 0.41 0.12
H 4.11380 3.85985 3.39461 -1.44 -2.79 -1.52
H 2.64952 3.99570 2.34971 0.61 -1.63 1.38
H 3.21657 2.38230 2.20588 2.23 -1.46 -2.38

---

[2]
18
Properties=species:S:1:pos:R:3:forces:R:3 method="wB97M-V/def2-TZVPD" charge=+1 lumo_energy_ev=-4.415 de_lowest_kcal_mol=28.4 fmax_ev_per_a=4.62 gap_ha=0.34830
C 1.24010 2.75559 -1.04864 0.38 -4.52 -0.90
N 0.15956 2.06813 -1.27097 1.39 1.45 1.32
H 1.47548 3.79510 -1.24260 -0.68 0.13 0.37
H 2.01311 1.98661 -0.84749 0.47 1.39 0.13
H -0.01658 0.94895 -1.00903 0.08 1.04 0.39
H -0.60879 2.68362 -1.30651 -1.87 0.30 -0.81
H -1.42375 -2.65594 -2.30575 1.86 -0.02 0.81
H -0.04273 -3.39656 -2.11163 -0.02 -0.07 0.00
O -0.51300 -2.59070 -1.88036 -1.84 0.27 -0.69
H -0.29254 -1.14625 -0.74407 -0.11 0.56 0.44
H -0.75803 -0.33413 0.57547 -0.15 0.14 -0.31
O -0.32909 -0.26088 -0.28954 0.46 -0.73 -0.85
H 1.99727 -3.04675 3.34446 -0.65 0.64 -1.13
H 2.88012 -1.97950 2.91240 -0.57 0.26 -0.70
O 2.00964 -2.34102 2.64276 1.19 -0.87 1.81
H -2.22637 1.21569 2.22702 -0.15 -0.67 -1.59
H -3.18221 1.37950 1.07365 -0.90 0.28 -0.45
O -2.38219 0.91855 1.28082 1.11 0.42 2.17

---

[3]
58
Properties=species:S:1:pos:R:3:forces:R:3 method="wB97M-V/def2-TZVPD" smiles="C[C@@H](CC(=O)N1CC(F)(C(=O)N(CCS(=O)(=O)O)CC(N)=O)C1)CC(C)(C)C" lumo_energy_ev=0.266 de_lowest_kcal_mol=4.0 fmax_ev_per_a=0.33 gap_ha=0.35820
C -2.26325 -2.83172 2.98101 0.00 0.00 0.00
C -1.97048 -2.42004 1.54192 0.00 0.00 0.00
C -3.04992 -1.44099 1.05755 -0.01 0.01 0.00
C -2.90758 -1.17630 -0.42502 0.00 -0.01 0.00
O -2.90951 -2.07469 -1.24800 0.00 0.00 0.00
N -2.78265 0.12171 -0.81753 0.00 0.00 0.00
C -2.23547 1.28244 -0.10042 -0.01 0.00 0.00
C -1.55210 1.72175 -1.40916 0.01 -0.01 0.00
F -2.01475 2.92677 -1.91413 0.00 0.00 0.00
C -0.03823 1.63696 -1.33107 -0.07 0.00 -0.17
O 0.42165 0.56340 -0.98220 0.00 0.00 0.00
N 0.77545 2.66614 -1.73267 0.17 0.01 0.28
C 2.20270 2.37074 -1.54067 0.00 0.01 0.00
C 2.70066 1.36029 -2.56811 0.00 0.00 0.00
S 4.28633 0.71291 -2.12046 0.00 0.01 -0.01
O 4.60994 -0.34917 -3.01900 0.00 0.00 0.00
O 5.17778 1.80262 -1.89463 0.00 0.00 0.00
O 4.01019 0.09987 -0.67961 0.00 0.00 0.00
C 0.38291 4.06026 -1.61459 -0.23 -0.05 -0.18
C -0.35322 4.36037 -0.30985 0.12 0.02 0.06
N -0.82505 5.62270 -0.20931 0.01 0.01 0.00
O -0.47596 3.52976 0.56744 0.01 0.00 0.00
C -2.20429 0.50694 -2.10405 -0.01 0.01 -0.01
C -0.59263 -1.78094 1.32990 0.00 -0.01 0.00
C 0.67754 -2.63744 1.52650 0.00 0.01 0.00
C 1.09569 -2.72356 2.99726 0.00 0.00 0.00
C 1.81163 -1.94224 0.76146 0.01 0.00 0.00
C 0.48904 -4.04195 0.95347 0.00 0.00 0.00
H -2.08160 -2.00351 3.67174 0.00 0.00 0.00
H -3.30639 -3.13593 3.08877 0.00 0.00 0.00
H -1.64687 -3.67181 3.29742 0.00 0.00 0.00
H -2.04996 -3.29912 0.89801 0.00 0.00 0.00
H -4.03802 -1.88259 1.20653 0.00 0.00 0.00
H -3.01431 -0.51489 1.63743 0.00 0.00 0.00
H -2.98920 1.99472 0.23512 0.00 0.00 0.00
H -1.53956 1.04918 0.70175 0.00 0.00 0.00
H 2.76405 3.29554 -1.64519 0.00 0.00 0.00
H 2.36268 1.98292 -0.53356 0.00 0.00 0.00
H 2.03091 0.50738 -2.64642 0.00 0.00 0.00
H 2.83734 1.80408 -3.55464 0.00 0.00 0.00
H 3.56798 -0.76118 -0.75302 0.00 0.00 0.00
H 1.28496 4.66978 -1.64563 0.00 0.00 0.01
H -0.24530 4.36975 -2.45004 0.00 0.00 0.00
H -0.78719 6.26685 -0.97816 0.00 0.00 0.00
H -1.34121 5.87788 0.61504 0.00 0.00 0.00
H -1.51764 -0.23748 -2.50384 0.00 0.00 0.00
H -2.93882 0.80125 -2.85379 0.00 0.00 0.00
H -0.55957 -1.40862 0.30157 0.00 0.00 0.00
H -0.51174 -0.89300 1.97221 0.00 0.00 0.00
H 0.35525 -3.23297 3.61142 0.00 0.00 0.00
H 2.03606 -3.27219 3.09090 0.00 0.00 0.00
H 1.24921 -1.72483 3.41315 0.00 0.00 0.00
H 1.58494 -1.91736 -0.30882 0.00 0.00 0.00
H 1.93332 -0.91036 1.10039 -0.01 0.00 0.00
H 2.75573 -2.47328 0.91594 0.00 0.00 0.00
H 0.14994 -3.99963 -0.08433 0.00 0.00 0.00
H 1.43275 -4.59159 0.98060 0.00 0.00 0.00
H -0.24417 -4.61557 1.52343 0.00 0.00 0.00